32
Properties=species:S:1:pos:R:3:forces:R:3:nbo_charge:R:1 method="wB97M-V/def2-TZVPD" gap_ev=8.4 largest_force_ha_per_bohr=0.033 e_homo_ha=-0.2825 energy_ev=-38827.88312 smiles=CCCSc1nnc(Nc2ccccc2C)s1 multiplicity=1
C -6.436 -0.557 -0.749 -0.031 0.082 0.220 -0.61
C -5.878 0.313 0.369 0.098 -0.185 -0.158 -0.41
C -4.430 0.701 0.127 0.273 -0.075 0.121 -0.49
S -3.346 -0.775 0.194 -0.618 -0.164 0.055 0.27
C -1.823 0.025 0.082 0.535 -0.321 0.009 -0.15
N -1.653 1.293 -0.023 -1.311 -0.345 0.068 -0.29
N -0.382 1.664 -0.091 1.575 0.640 -0.115 -0.33
C 0.467 0.684 -0.042 -0.867 -0.763 0.081 0.24
N 1.790 0.939 -0.089 0.718 0.579 -0.038 -0.60
C 2.916 0.123 -0.060 0.205 -0.266 0.005 0.24
C 2.844 -1.266 -0.076 -0.168 0.090 0.011 -0.28
C 3.995 -2.031 -0.049 0.123 0.022 0.011 -0.19
C 5.234 -1.421 -0.008 0.057 -0.139 -0.002 -0.24
C 5.311 -0.038 0.004 -0.127 -0.058 -0.010 -0.18
C 4.173 0.751 -0.022 0.004 0.011 0.011 -0.08
C 4.295 2.248 -0.006 -0.022 -0.142 0.003 -0.64
S -0.314 -0.898 0.104 -0.247 1.010 -0.055 0.31
H -5.864 -1.479 -0.832 -0.026 -0.120 -0.100 0.21
H -6.386 -0.033 -1.701 0.004 0.002 -0.126 0.20
H -7.474 -0.813 -0.550 -0.097 -0.071 -0.055 0.21
H -5.956 -0.217 1.321 -0.058 0.089 0.066 0.20
H -6.464 1.233 0.448 0.041 -0.017 0.071 0.21
H -4.060 1.386 0.889 -0.024 0.039 -0.099 0.24
H -4.291 1.151 -0.855 -0.016 0.107 0.052 0.22
H 1.975 1.932 -0.140 -0.137 -0.111 0.010 0.42
H 1.888 -1.760 -0.114 0.035 -0.101 -0.030 0.21
H 3.916 -3.107 -0.061 -0.011 -0.097 -0.001 0.22
H 6.136 -2.013 0.014 0.077 -0.057 0.002 0.21
H 6.279 0.441 0.034 0.075 0.077 0.004 0.21
H 3.870 2.688 -0.909 -0.034 0.118 -0.038 0.22
H 5.343 2.535 0.042 0.015 0.056 -0.003 0.23
H 3.790 2.676 0.861 -0.039 0.110 0.033 0.22